Entry 1:
{"formula": "C11H14AuN2OP", "method": "ωB97M-V/def2-TZVPD", "species": ["C", "C", "C", "C", "C", "Au", "P", "H", "H", "H", "H", "H", "H", "H", "H", "N", "C", "O", "C", "C", "C", "C", "N", "C", "H", "H", "H", "H", "H", "H"], "positions_angstrom": [[1.63, 1.49, -3.13], [0.77, 1.03, -4.15], [-0.50, 1.70, -3.98], [-0.37, 2.57, -2.85], [0.94, 2.42, -2.32], [1.82, 0.61, -0.11], [3.72, -0.05, 0.64], [2.65, 1.15, -2.92], [0.99, 0.20, -4.85], [-1.43, 1.49, -4.54], [1.36, 3.00, -1.50], [-1.18, 3.17, -2.37], [4.22, 1.13, 1.22], [4.49, -0.60, -0.42], [3.26, -1.02, 1.56], [-3.55, -0.80, 3.51], [-2.79, -0.07, 2.65], [-3.00, 1.13, 2.39], [-1.68, -0.83, 2.00], [-1.42, -2.21, 2.13], [-0.35, -2.78, 1.43], [0.46, -1.98, 0.64], [0.20, -0.66, 0.56], [-0.85, -0.07, 1.17], [-4.28, -0.28, 4.01], [-3.33, -1.72, 3.82], [-2.06, -2.84, 2.74], [-0.10, -3.83, 1.49], [1.37, -2.33, 0.14], [-0.98, 1.00, 1.04]], "mulliken_spin": [0.11, 0.40, -0.10, 0.37, 0.18, 0.01, 0.01, 0.01, 0.01, 0.00, 0.00, 0.01, 0.00, 0.00, 0.00, 0.01, -0.02, 0.06, 0.13, 0.39, -0.13, 0.34, 0.15, -0.03, 0.00, 0.00, 0.06, -0.01, 0.02, 0.00], "homo_energy_ev": [-4.1, -8.3], "s2": 2.03, "fmax_ev_per_a": 3.52, "de_lowest_kcal_mol": 29.8, "total_energy_ha": -1089.143518, "multiplicity": 3}

***

Entry 2:
{"formula": "C3H6N2O", "method": "ωB97M-V/def2-TZVPD", "species": ["O", "N", "C", "C", "N", "C", "H", "H", "H", "H", "H", "H"], "positions_angstrom": [[-1.75, -1.45, 1.14], [-0.80, -1.58, 0.09], [-0.10, -0.53, 0.05], [1.08, -0.24, -0.80], [0.86, 1.21, -0.55], [-0.28, 0.94, 0.38], [-1.15, -1.40, 1.89], [0.94, -0.62, -1.81], [2.05, -0.58, -0.40], [0.54, 1.66, -1.39], [-1.26, 1.26, 0.02], [-0.13, 1.35, 1.39]], "lowdin_charge": [-0.08, 0.05, -0.31, -0.14, -0.04, -0.12, 0.08, 0.12, 0.12, 0.09, 0.12, 0.11], "homo_energy_ev": -9.6, "fmax_ev_per_a": 0.79, "de_lowest_kcal_mol": 95.3, "total_energy_ha": -302.541185}

***

Entry 3:
{"formula": "C14H32N6O7Yb", "method": "ωB97M-V/def2-TZVPD", "species": ["O", "H", "Yb", "N", "N", "N", "N", "O", "O", "O", "O", "C", "C", "C", "C", "C", "H", "H", "H", "C", "H", "H", "H", "C", "C", "H", "H", "H", "H", "H", "H", "H", "H", "C", "H", "H", "H", "O", "H", "H", "C", "N", "C", "C", "O", "N", "C", "C", "H", "H", "H", "H", "H", "H", "H", "H", "H", "H", "H", "H"], "positions_angstrom": [[1.63, 0.41, -3.38], [2.36, 0.19, -3.98], [0.65, 0.10, -1.33], [2.75, -0.58, -0.17], [1.37, -2.21, -1.46], [-0.47, 2.19, -0.32], [-0.98, 1.17, -2.67], [3.16, 0.26, 0.69], [-0.40, 2.69, 0.99], [-1.18, 0.81, -4.03], [0.47, -2.95, -1.97], [2.46, -2.79, -0.85], [3.22, -1.87, -0.09], [-1.63, 2.55, -0.90], [-1.87, 2.05, -2.24], [4.37, -2.27, 0.75], [4.09, -3.08, 1.45], [4.73, -1.41, 1.32], [5.19, -2.66, 0.12], [2.77, -4.23, -0.95], [3.81, -4.38, -1.29], [2.09, -4.72, -1.65], [2.68, -4.72, 0.04], [-2.65, 3.40, -0.23], [-3.04, 2.52, -3.03], [-2.35, 3.58, 0.81], [-3.64, 2.93, -0.25], [-2.74, 4.37, -0.75], [-2.99, 2.12, -4.04], [-3.06, 3.61, -3.07], [-3.98, 2.19, -2.56], [0.56, 2.81, 1.22], [-0.30, 0.50, -4.33], [2.03, 1.61, -2.48], [2.70, 1.29, -1.66], [1.13, 2.15, -2.13], [2.59, 2.30, -3.13], [1.98, 3.32, 2.27], [2.21, 4.22, 2.00], [2.75, 2.78, 2.02], [-2.32, -1.49, -0.36], [-2.18, -1.39, 1.08], [-3.05, -2.23, 1.88], [-1.02, -0.83, 1.55], [-0.09, -0.54, 0.76], [-0.87, -0.59, 2.88], [-1.97, -0.37, 3.80], [0.42, -0.08, 3.29], [-3.31, -1.92, -0.58], [-1.54, -2.13, -0.82], [-2.26, -0.49, -0.82], [-2.48, -2.78, 2.64], [-3.84, -1.65, 2.36], [-3.52, -2.96, 1.21], [-2.28, -1.31, 4.28], [-1.61, 0.30, 4.59], [-2.83, 0.09, 3.31], [1.23, -0.69, 2.88], [0.58, 0.96, 2.96], [0.45, -0.11, 4.39]], "mulliken_spin": [0.00, 0.00, 0.00, 0.14, 0.10, 0.00, 0.00, 0.36, 0.00, 0.00, 0.35, 0.01, -0.02, 0.00, 0.00, 0.02, 0.00, 0.00, 0.00, 0.02, 0.00, 0.00, 0.00, 0.00, 0.00, 0.00, 0.00, 0.00, 0.00, 0.00, 0.00, 0.00, 0.00, 0.00, -0.01, 0.00, 0.00, 0.00, 0.00, 0.00, 0.00, 0.00, 0.00, 0.00, 0.00, 0.00, 0.00, 0.01, 0.00, 0.00, 0.00, 0.00, 0.00, 0.00, 0.00, 0.00, 0.00, 0.00, 0.00, 0.00], "homo_energy_ev": [-9.7, -9.6], "s2": 0.84, "fmax_ev_per_a": 3.34, "charge": 1, "de_lowest_kcal_mol": 1.7, "total_energy_ha": -2566.189910, "multiplicity": 2}

***

Entry 4:
{"formula": "C36H34F7N5O5PSSr", "method": "ωB97M-V/def2-TZVPD", "species": ["Sr", "C", "C", "C", "C", "C", "H", "H", "H", "H", "H", "O", "S", "O", "N", "C", "C", "C", "C", "C", "C", "C", "C", "N", "C", "C", "C", "C", "C", "C", "C", "H", "H", "H", "H", "H", "H", "H", "H", "H", "H", "H", "C", "C", "N", "C", "C", "C", "O", "O", "C", "O", "C", "C", "C", "F", "C", "C", "C", "N", "C", "C", "N", "C", "C", "H", "H", "H", "H", "H", "H", "H", "H", "H", "H", "H", "H", "H", "H", "H", "H", "H", "H", "F", "P", "F", "F", "F", "F", "F"], "positions_angstrom": [[0.54, -1.98, 1.46], [3.29, -2.75, 3.78], [2.75, -3.77, 4.65], [2.60, -4.90, 3.92], [3.05, -4.61, 2.55], [3.46, -3.29, 2.50], [3.51, -1.74, 4.09], [2.49, -3.63, 5.69], [2.23, -5.86, 4.26], [3.05, -5.31, 1.73], [3.84, -2.77, 1.63], [-0.85, 0.16, 0.82], [-2.10, -0.16, 1.52], [-2.52, 0.75, 2.55], [-1.92, -1.66, 1.90], [-2.86, -2.56, 2.31], [-4.20, -2.31, 2.53], [-5.08, -3.36, 2.87], [-4.65, -4.64, 2.99], [-3.28, -4.94, 2.79], [-2.77, -6.25, 2.89], [-1.44, -6.48, 2.68], [-0.61, -5.38, 2.38], [-1.05, -4.14, 2.29], [-2.38, -3.91, 2.46], [-3.36, -0.09, 0.25], [-3.20, -0.90, -0.87], [-4.17, -0.89, -1.86], [-5.28, -0.06, -1.73], [-5.43, 0.74, -0.61], [-4.46, 0.73, 0.38], [-4.59, -1.31, 2.46], [-6.13, -3.11, 3.04], [-5.33, -5.45, 3.25], [-3.44, -7.06, 3.13], [-1.01, -7.47, 2.73], [0.45, -5.53, 2.22], [-2.33, -1.54, -0.96], [-4.06, -1.52, -2.73], [-6.04, -0.06, -2.50], [-6.30, 1.38, -0.51], [-4.56, 1.34, 1.27], [2.95, 5.52, 1.07], [1.64, 4.76, 1.24], [1.79, 3.33, 1.02], [1.89, 2.51, 2.10], [2.03, 1.16, 2.07], [1.93, 0.41, 3.41], [2.44, 0.97, 4.38], [1.30, -0.68, 3.37], [2.21, 0.55, 0.78], [2.46, -0.65, 0.59], [2.04, 1.42, -0.39], [2.01, 0.81, -1.65], [1.77, 1.58, -2.75], [1.68, 1.00, -3.97], [1.60, 2.96, -2.65], [1.64, 3.57, -1.41], [1.82, 2.79, -0.25], [1.36, 3.77, -3.80], [1.90, 3.40, -5.09], [1.85, 4.66, -5.99], [1.71, 5.85, -5.08], [0.35, 5.87, -4.44], [0.08, 4.44, -3.93], [2.81, 6.58, 1.25], [3.36, 5.39, 0.07], [3.69, 5.14, 1.78], [0.87, 5.15, 0.57], [1.25, 4.89, 2.25], [1.84, 3.00, 3.06], [2.13, -0.26, -1.72], [1.53, 4.64, -1.35], [1.36, 2.60, -5.59], [2.93, 3.07, -4.96], [0.97, 4.67, -6.63], [2.74, 4.79, -6.60], [1.90, 6.72, -5.56], [2.38, 5.72, -4.32], [-0.36, 6.19, -5.20], [0.38, 6.60, -3.64], [-0.58, 3.90, -4.63], [-0.43, 4.46, -2.97], [1.38, -3.84, -0.04], [0.70, -3.88, -1.56], [-0.07, -2.47, -1.14], [0.01, -3.84, -3.00], [1.50, -5.23, -1.88], [1.93, -2.99, -2.09], [-0.53, -4.71, -0.95]], "mulliken_spin": [0.02, 0.35, 0.08, 0.17, 0.37, -0.08, 0.05, 0.00, 0.00, 0.01, 0.02, 0.00, 0.00, 0.00, 0.00, 0.00, 0.00, 0.00, 0.00, 0.00, 0.00, 0.01, 0.04, 0.00, 0.00, 0.00, 0.00, 0.00, 0.00, 0.00, 0.00, 0.00, 0.00, 0.00, 0.00, 0.00, -0.04, 0.00, 0.00, 0.00, 0.00, 0.00, 0.00, 0.00, 0.00, 0.00, 0.00, 0.00, 0.00, 0.00, 0.00, 0.00, 0.00, 0.00, 0.00, 0.00, 0.00, 0.00, 0.00, 0.00, 0.00, 0.00, 0.00, 0.00, 0.00, 0.00, 0.00, 0.00, 0.00, 0.00, 0.00, 0.00, 0.00, 0.00, 0.00, 0.00, 0.00, 0.00, 0.00, 0.00, 0.00, 0.00, 0.00, 0.00, 0.00, 0.00, 0.00, 0.00, 0.00, 0.00], "homo_energy_ev": -6.8, "s2": 0.77, "fmax_ev_per_a": 0.61, "de_lowest_kcal_mol": 8.2, "total_energy_ha": -3511.831852, "multiplicity": 2}

***

Entry 5:
{"formula": "C18H18AlCl4N2O3S", "method": "ωB97M-V/def2-TZVPD", "species": ["Al", "Cl", "C", "C", "C", "C", "C", "Cl", "C", "S", "H", "H", "H", "Cl", "C", "C", "C", "Cl", "C", "O", "C", "C", "O", "C", "H", "H", "H", "C", "N", "C", "C", "O", "N", "C", "C", "H", "H", "H", "H", "H", "H", "H", "H", "H", "H", "H", "H"], "positions_angstrom": [[-0.41, 0.11, -0.44], [2.92, 0.20, -0.89], [2.35, -0.01, 0.94], [2.83, -1.11, 1.56], [2.84, -1.17, 2.97], [2.44, -0.04, 3.72], [1.94, 1.07, 3.11], [1.46, 2.43, 4.03], [1.64, 1.09, 1.64], [-0.26, 0.81, 1.57], [3.28, -1.91, 0.98], [3.23, -2.04, 3.48], [2.55, -0.04, 4.79], [7.98, -1.47, -0.97], [6.44, -0.68, -0.95], [6.24, 0.62, -0.38], [5.02, 1.07, -0.83], [1.97, 2.68, 0.89], [0.81, 2.33, -2.44], [0.05, 1.71, -1.86], [4.48, -0.10, -1.58], [1.88, -1.09, -1.52], [0.63, -1.03, -1.14], [5.32, -1.22, -1.59], [7.00, 1.15, 0.16], [2.30, -1.92, -2.06], [5.26, -2.16, -2.10], [-4.90, 1.29, 0.60], [-3.78, 1.14, -0.34], [-2.98, 2.35, -0.55], [-3.31, -0.05, -0.71], [-2.05, -0.22, -0.94], [-4.11, -1.10, -0.87], [-5.54, -0.97, -1.19], [-3.57, -2.45, -0.98], [-4.56, 1.89, 1.44], [-5.20, 0.32, 0.99], [-5.75, 1.78, 0.14], [-3.65, 3.21, -0.47], [-2.56, 2.34, -1.55], [-2.19, 2.45, 0.20], [-5.77, 0.05, -1.49], [-6.17, -1.26, -0.35], [-5.75, -1.64, -2.02], [-2.56, -2.49, -0.59], [-3.57, -2.77, -2.02], [-4.21, -3.12, -0.40]], "lowdin_charge": [-0.06, 1.11, -0.40, -0.08, -0.02, -0.10, -0.75, 0.73, -1.05, 0.78, 0.13, 0.12, 0.12, 0.70, -0.69, -0.18, -0.11, 0.67, 0.21, 0.03, -0.49, -0.33, -0.11, -0.15, 0.09, 0.12, 0.10, -0.01, -0.10, -0.02, -0.38, 0.04, -0.10, -0.01, 0.01, 0.11, 0.09, 0.10, 0.11, 0.10, 0.07, 0.10, 0.10, 0.10, 0.09, 0.11, 0.11], "homo_energy_ev": [-9.9, -9.9], "fmax_ev_per_a": 0.70, "charge": 1, "de_lowest_kcal_mol": 47.6, "total_energy_ha": -3512.764792}

***

Entry 6:
{"formula": "C48H58AsLuNO5P2S2Se", "method": "ωB97M-V/def2-TZVPD", "species": ["Lu", "C", "P", "C", "C", "C", "P", "C", "C", "H", "H", "H", "H", "H", "H", "H", "H", "H", "H", "H", "H", "H", "H", "H", "H", "S", "C", "C", "C", "C", "C", "C", "As", "C", "C", "C", "C", "C", "C", "C", "C", "C", "C", "C", "C", "H", "H", "H", "H", "H", "H", "H", "H", "H", "H", "H", "H", "H", "H", "O", "S", "C", "C", "C", "C", "C", "C", "C", "C", "C", "C", "C", "C", "H", "H", "H", "H", "H", "H", "H", "H", "H", "H", "O", "Se", "O", "O", "O", "C", "C", "C", "C", "C", "C", "C", "C", "N", "C", "C", "C", "C", "H", "H", "H", "H", "H", "H", "H", "H", "H", "H", "H", "H", "H", "H", "H", "H", "H", "H"], "positions_angstrom": [[0.90, -1.07, -0.69], [1.52, 7.17, -0.39], [0.53, 5.70, -0.64], [1.13, 5.02, -2.24], [1.40, 4.47, 0.50], [0.82, 4.15, 1.87], [-0.90, 3.44, 1.74], [-2.19, 4.52, 1.07], [-1.31, 3.36, 3.53], [2.47, 7.19, -0.91], [1.73, 7.32, 0.72], [0.93, 8.07, -0.65], [1.69, 5.79, -2.81], [0.36, 4.57, -2.84], [1.85, 4.21, -2.04], [2.47, 4.77, 0.62], [1.46, 3.57, -0.09], [0.74, 4.94, 2.61], [1.37, 3.30, 2.29], [-1.73, 5.51, 1.16], [-3.04, 4.55, 1.77], [-2.49, 4.35, 0.01], [-2.29, 2.91, 3.66], [-1.39, 4.43, 3.88], [-0.57, 2.85, 4.15], [-0.87, 1.48, 0.88], [-1.67, 0.64, 2.25], [-0.94, 0.39, 3.41], [-1.53, -0.39, 4.47], [-2.91, -0.52, 4.47], [-3.60, -0.36, 3.27], [-2.95, 0.06, 2.12], [-3.74, -0.77, 0.49], [-5.58, -0.10, 0.50], [-6.60, -0.84, -0.08], [-7.91, -0.63, 0.31], [-8.19, 0.18, 1.41], [-7.16, 1.01, 1.92], [-5.88, 0.95, 1.39], [-4.19, -2.56, 1.24], [-3.17, -3.46, 1.17], [-3.39, -4.82, 1.55], [-4.55, -5.21, 2.19], [-5.43, -4.20, 2.50], [-5.35, -2.93, 1.93], [0.10, 0.69, 3.47], [-0.94, -0.83, 5.28], [-3.51, -0.91, 5.31], [-4.65, -0.71, 3.15], [-6.34, -1.57, -0.83], [-8.77, -1.07, -0.17], [-9.15, 0.05, 1.99], [-7.38, 1.81, 2.71], [-5.15, 1.68, 1.69], [-2.18, -3.20, 0.77], [-2.59, -5.55, 1.43], [-4.77, -6.28, 2.36], [-6.40, -4.42, 3.07], [-6.27, -2.29, 1.97], [2.53, -0.03, 0.01], [3.93, -0.92, 0.43], [5.27, 0.25, 0.21], [6.42, -0.18, -0.46], [7.48, 0.69, -0.59], [7.46, 1.98, -0.05], [6.31, 2.40, 0.58], [5.25, 1.53, 0.75], [3.79, -0.82, 2.23], [2.57, -0.75, 2.87], [2.53, -0.76, 4.28], [3.74, -0.80, 4.98], [4.98, -0.85, 4.34], [5.00, -0.94, 2.95], [6.37, -1.15, -0.94], [8.36, 0.33, -1.12], [8.24, 2.72, -0.12], [6.30, 3.44, 0.90], [4.39, 1.83, 1.35], [1.62, -0.75, 2.37], [1.54, -0.74, 4.79], [3.67, -0.70, 6.06], [5.92, -0.96, 4.82], [5.92, -0.94, 2.44], [-0.28, -4.82, 0.52], [0.57, -3.41, 0.80], [1.76, -3.43, 1.93], [-0.27, -1.95, 0.93], [1.34, -3.09, -0.73], [1.14, -5.60, -3.76], [1.48, -4.16, -4.03], [2.44, -3.79, -4.99], [2.91, -2.46, -5.08], [3.88, -2.04, -6.08], [2.44, -1.52, -4.21], [1.27, -1.80, -3.46], [0.82, -3.14, -3.38], [0.46, -0.88, -2.89], [-0.62, -0.28, -3.70], [-0.63, 1.18, -3.28], [-1.89, -1.11, -3.40], [-0.38, -0.28, -5.20], [0.26, -5.68, -3.12], [1.97, -6.03, -3.25], [0.87, -6.01, -4.73], [2.81, -4.49, -5.70], [4.90, -1.93, -5.65], [3.64, -1.03, -6.43], [3.91, -2.65, -7.01], [2.85, -0.51, -4.30], [0.07, -3.42, -2.63], [-1.09, 1.18, -2.23], [-1.13, 1.85, -3.97], [0.35, 1.58, -3.06], [-2.11, -1.10, -2.32], [-1.60, -2.11, -3.71], [-2.74, -0.74, -3.99], [0.62, 0.19, -5.39], [-1.00, 0.46, -5.76], [-0.47, -1.27, -5.66]], "lowdin_charge": [1.51, -0.35, 0.86, -0.30, -0.42, -0.38, 0.61, -0.29, -0.23, 0.03, 0.05, 0.03, 0.04, 0.01, 0.04, 0.10, 0.04, 0.07, 0.09, 0.00, 0.04, 0.06, 0.05, 0.06, 0.05, 0.61, -0.66, -0.15, -0.06, -0.10, -0.14, -0.42, 1.35, -0.41, -0.14, -0.11, -0.11, -0.10, -0.14, -0.38, -0.11, -0.06, -0.11, -0.12, -0.12, 0.09, 0.10, 0.10, 0.09, 0.10, 0.10, 0.11, 0.12, 0.09, 0.05, 0.09, 0.11, 0.12, 0.10, -0.75, 1.04, -0.45, -0.13, -0.12, -0.13, -0.12, -0.11, -0.38, -0.10, -0.07, -0.10, -0.08, -0.07, 0.10, 0.09, 0.08, 0.10, 0.11, 0.06, 0.10, 0.09, 0.09, 0.09, -0.46, 0.86, -0.45, -0.62, -0.60, -0.04, -0.27, -0.01, -0.32, -0.08, 0.00, -0.39, -0.04, -0.18, -0.64, -0.07, -0.04, -0.07, 0.08, 0.08, 0.07, 0.10, 0.09, 0.07, 0.08, 0.12, 0.11, 0.06, 0.06, 0.06, 0.04, 0.06, 0.08, 0.09, 0.08, 0.08], "homo_energy_ev": [-2.2, -2.3], "fmax_ev_per_a": 3.72, "charge": -1, "de_lowest_kcal_mol": 162.2, "total_energy_ha": -9646.454631}

***

Entry 7:
{"formula": "C10H16O", "method": "ωB97M-V/def2-TZVPD", "species": ["C", "C", "C", "C", "C", "C", "O", "C", "C", "H", "H", "H", "H", "H", "H", "H", "H", "H", "H", "C", "C", "H", "H", "H", "H", "H", "H"], "positions_angstrom": [[2.69, 1.32, -0.41], [2.77, -0.03, 0.34], [1.43, -0.73, 0.24], [1.01, -1.12, -1.04], [-0.19, -1.75, -1.26], [-1.04, -1.92, -0.15], [-2.38, -2.18, -0.21], [-0.61, -1.63, 1.15], [0.65, -1.06, 1.33], [1.96, 1.96, 0.09], [2.37, 1.19, -1.44], [3.61, 1.91, -0.39], [3.59, -0.64, -0.04], [2.94, 0.20, 1.39], [1.68, -0.97, -1.88], [-0.55, -2.13, -2.21], [-2.70, -2.17, -1.11], [-1.27, -1.80, 1.98], [0.96, -0.92, 2.36], [-1.64, 2.09, 0.42], [-2.60, 1.04, -0.10], [-0.95, 2.44, -0.34], [-2.16, 2.97, 0.80], [-1.02, 1.68, 1.22], [-2.06, 0.25, -0.62], [-3.33, 1.47, -0.79], [-3.17, 0.53, 0.68]], "lowdin_charge": [-0.10, -0.20, -0.25, -0.04, -0.02, -0.35, 0.03, -0.02, -0.04, 0.07, 0.06, 0.07, 0.11, 0.10, 0.11, 0.11, 0.10, 0.12, 0.11, -0.16, -0.16, 0.06, 0.06, 0.06, 0.03, 0.07, 0.07], "homo_energy_ev": -8.3, "fmax_ev_per_a": 1.40, "de_lowest_kcal_mol": 21.5, "total_energy_ha": -465.863591}

***

Entry 8:
{"formula": "C3H5NO2", "method": "ωB97M-V/def2-TZVPD", "species": ["C", "N", "O", "C", "O", "C", "H", "H", "H", "H", "H"], "positions_angstrom": [[0.55, 1.13, -0.08], [-0.70, 1.46, -0.20], [-1.58, 0.47, -0.43], [-1.15, -0.74, 0.16], [0.03, -1.15, -0.46], [1.06, -0.21, -0.19], [1.24, 1.94, 0.22], [-1.93, -1.44, -0.03], [-0.99, -0.62, 1.23], [1.64, -0.55, 0.74], [1.83, -0.29, -0.96]], "lowdin_charge": [-0.13, 0.04, -0.09, -0.23, -0.08, -0.20, 0.13, 0.13, 0.14, 0.15, 0.13], "homo_energy_ev": -9.5, "fmax_ev_per_a": 2.98, "de_lowest_kcal_mol": 76.2, "total_energy_ha": -322.452878}